# 1
An isolated molecule of C4H2O4, computed with the ωB97M-V functional and the def2-TZVPD basis.

XYZ file:
```
10
Properties=species:S:1:pos:R:3:forces:R:3
C 0.539 0.947 -0.063 -0.6855 -0.0493 -0.0035
C 0.209 -0.334 0.008 3.6389 0.4825 0.1406
C 1.796 -0.983 0.099 -3.8537 2.6509 -0.5776
C 2.679 0.305 0.031 3.3329 0.9488 -0.5109
O 2.100 -2.097 0.016 1.0288 -2.3013 0.1265
O 3.903 0.446 -0.076 -3.8599 -1.0367 0.5628
O 1.841 1.359 -0.016 2.0262 -0.7865 0.3090
O -1.043 -0.830 -0.089 1.0560 -2.5656 -0.0483
H 0.052 1.853 -0.196 -2.0751 0.9435 -0.2037
H -0.914 -1.825 -0.199 -0.6086 1.7138 0.2050
```
Positions in Å, forces in eV/Å.

Its HOMO energy is -9.580 eV. Its energy above the lowest of the compared OMol25 structures with the same formula, charge and spin is 1.193 eV.

***

# 2
A cluster of 8 separate species, C27H60O21 in total, computed with the ωB97M-V functional and the def2-TZVPD basis.

XYZ file:
```
108
Properties=species:S:1:pos:R:3:forces:R:3
C -0.199 -20.830 -0.696 -0.2108 0.3397 0.4212
O 0.027 -21.107 -2.044 -1.3545 -0.6834 -1.1964
C -1.208 -21.294 -2.745 0.0323 1.7209 0.0830
C -0.884 -21.711 -4.141 0.6979 -1.4985 0.7501
O -0.437 -23.098 -4.064 -0.2295 1.8574 0.8771
C -0.256 -23.742 -5.275 -1.3702 -0.9130 -0.3927
H -0.550 -19.789 -0.577 -0.1787 -0.2324 0.0745
H 0.817 -20.853 -0.330 -0.0859 -0.2641 1.0836
H -0.946 -21.534 -0.220 1.0416 0.5505 -0.3181
H -1.761 -20.284 -2.795 0.5328 -1.3079 0.1902
H -1.844 -22.040 -2.256 0.0682 0.0664 0.1304
H -0.125 -21.028 -4.495 0.6046 -0.0668 -0.4020
H -1.741 -21.612 -4.771 -0.7894 -0.1704 -0.5776
H -0.001 -24.802 -5.013 0.1028 0.9704 -0.5898
H 0.435 -23.219 -5.921 0.6977 -0.1658 -0.1614
H -1.232 -23.739 -5.814 0.4180 -0.2803 0.0179
C 6.422 -26.693 -1.774 -0.9058 -0.8642 0.0168
O 6.045 -28.026 -1.382 -0.5176 0.1070 0.1654
C 4.876 -28.081 -0.550 1.9782 -0.4656 0.1718
C 4.613 -29.520 -0.106 0.7773 1.4247 0.2416
O 4.195 -30.218 -1.226 -0.5711 -0.3377 -0.1525
C 4.356 -31.623 -1.127 1.3392 0.5786 -1.2112
H 5.628 -26.162 -2.325 0.1740 -0.2133 0.3777
H 7.242 -26.851 -2.446 0.5898 0.1814 -0.2055
H 6.712 -26.116 -0.900 0.1174 0.2395 0.1002
H 4.066 -27.637 -1.085 -0.9195 0.1919 -0.2028
H 5.094 -27.517 0.355 -0.1883 0.4217 0.2890
H 3.914 -29.439 0.753 -0.2378 -0.4763 -0.4591
H 5.557 -29.944 0.312 -0.3593 0.2135 -0.3034
H 5.377 -31.754 -0.624 -1.4910 -0.6175 -0.4912
H 4.431 -31.962 -2.224 -0.2802 0.0479 1.8374
H 3.488 -32.037 -0.591 0.5542 -0.3983 -0.0957
C 3.162 -25.634 -3.232 -0.5862 -1.1518 -1.6265
O 3.795 -24.736 -2.390 0.0056 -0.8843 1.3328
C 3.808 -23.391 -2.696 -0.0644 0.3066 0.6592
C 4.727 -22.668 -1.749 1.8797 0.0963 0.4731
O 6.064 -23.050 -2.084 0.7192 0.7374 0.1001
C 7.059 -22.320 -1.349 0.6024 -1.4101 0.7637
H 2.162 -25.341 -3.678 0.8270 0.0189 0.9814
H 3.076 -26.578 -2.663 -0.3573 0.4843 -0.2352
H 3.763 -25.935 -4.134 -0.0161 0.5720 0.5726
H 2.830 -22.951 -2.574 -0.7074 0.2162 -0.3325
H 4.170 -23.313 -3.698 0.2335 0.7288 -0.9231
H 4.630 -22.851 -0.656 -0.6891 -0.3491 -0.6409
H 4.693 -21.583 -1.845 -0.5698 0.2624 -0.3319
H 7.145 -21.239 -1.536 -0.4876 -0.2138 -0.3268
H 8.061 -22.791 -1.598 -1.2599 0.5217 0.2840
H 6.871 -22.447 -0.240 0.2481 0.1528 -0.9735
C 0.887 -28.609 -1.117 -0.8622 -1.8327 0.0106
O -0.534 -28.337 -1.060 0.4147 -0.9673 1.8620
C -0.994 -27.356 -1.760 -0.7866 0.8079 -1.6774
O -0.410 -26.895 -2.713 0.0985 0.5465 -0.0367
O -2.236 -26.991 -1.364 0.9762 -1.1910 0.4297
C -2.770 -25.868 -2.048 -1.0528 -0.2213 0.8862
H 1.024 -29.394 -0.329 0.0799 0.7422 -0.9005
H 1.485 -27.762 -0.926 0.3930 1.2325 0.5375
H 1.175 -28.957 -2.110 -0.1750 -0.2626 0.1185
H -3.510 -26.190 -2.798 0.6066 0.1894 -0.0079
H -1.923 -25.336 -2.385 0.3064 0.9395 -1.0583
H -3.287 -25.290 -1.276 0.0303 -0.0104 -0.1956
C 0.542 -24.292 -1.227 -1.9069 -0.2859 -0.0922
O -0.494 -24.232 -0.156 1.0757 0.2724 -0.6847
C 0.000 -24.405 1.066 0.0409 -0.4397 -1.1685
O 1.011 -25.017 1.335 -0.1307 0.3446 0.1749
O -0.833 -23.809 1.891 0.4118 -0.2787 2.2982
C -0.429 -23.991 3.295 -0.1714 0.6447 0.3680
H 1.020 -25.269 -1.143 0.1374 0.2809 -0.2771
H 1.248 -23.460 -1.085 -0.3715 -0.3194 -0.2047
H -0.123 -24.211 -2.142 1.5164 0.0615 0.9511
H 0.679 -23.916 3.399 -0.9813 -0.2235 -0.1754
H -0.819 -24.940 3.720 0.3813 0.4507 -0.5764
H -0.895 -23.158 3.856 0.2129 -0.4493 -0.4855
C 3.125 -27.125 2.983 -2.8658 0.9097 0.7534
O 2.579 -27.683 4.231 -0.1725 0.0404 0.1568
C 2.391 -29.002 4.315 0.3878 -1.1853 1.8802
O 1.951 -29.610 5.309 0.9707 2.0441 -3.1149
O 2.915 -29.600 3.203 -0.8311 0.0766 1.7153
C 2.834 -31.012 3.220 0.3867 -0.7451 -2.3393
H 3.087 -26.013 3.087 -0.2154 -1.0467 0.0102
H 2.442 -27.476 2.197 0.5742 0.4734 -0.0838
H 4.104 -27.425 2.851 1.9354 -0.8049 -0.3397
H 1.898 -31.344 2.782 -0.3150 0.0887 0.0657
H 2.998 -31.580 4.105 0.1693 0.4627 1.1815
H 3.616 -31.280 2.505 -0.0546 -0.2921 0.0554
C 3.336 -18.749 -0.824 -0.0477 0.9200 1.1579
O 2.802 -19.607 0.170 1.3115 -2.1371 1.1232
C 3.726 -20.488 0.770 -2.7031 0.3501 -0.6683
O 4.882 -20.289 0.831 1.9392 0.1608 0.1227
O 3.057 -21.558 1.220 0.2669 -0.4424 0.0558
C 3.774 -22.640 1.951 -0.4225 0.3743 -0.5468
H 2.691 -18.823 -1.640 -1.0020 -0.1548 -1.4920
H 4.341 -18.905 -1.118 1.0030 -0.8103 -0.0560
H 3.314 -17.733 -0.467 -0.1664 0.4966 0.2947
H 4.744 -22.943 1.501 -0.8104 0.4192 -0.0474
H 3.047 -23.488 1.967 0.6440 0.7655 -0.1162
H 3.971 -22.271 2.950 -0.0161 -0.0201 0.2064
C 4.805 -26.448 -7.627 -0.6781 0.2408 -1.7175
O 4.329 -25.176 -7.200 0.1620 0.1548 0.5206
C 5.205 -24.331 -6.633 1.6498 -0.8425 -0.8545
O 6.365 -24.596 -6.322 -2.1976 0.6778 -0.2706
O 4.571 -23.164 -6.629 1.1868 1.7811 0.6605
C 5.335 -21.976 -6.186 -1.2468 0.2874 0.4035
H 5.429 -26.304 -8.557 -0.4507 -0.2889 1.0864
H 3.858 -26.959 -7.921 0.9534 0.0604 0.3139
H 5.340 -26.962 -6.854 0.2756 -0.2747 0.3181
H 5.631 -21.280 -6.979 -0.0394 -0.8666 -0.4943
H 6.198 -22.225 -5.585 0.0328 -0.3678 0.0922
H 4.613 -21.371 -5.606 0.3285 -0.5806 0.0262
```
Positions in Å, forces in eV/Å.

Its HOMO energy is -9.397 eV.

***

# 3
A cluster of 17 separate species, C36H102N4O17 in total, computed with the ωB97M-V functional and the def2-TZVPD basis.

XYZ file:
```
159
Properties=species:S:1:pos:R:3:forces:R:3
C -7.706 -8.902 0.356 0.1218 -0.5101 -0.7059
C -7.668 -7.497 1.078 1.9904 -1.9796 0.7063
C -6.301 -7.450 1.882 0.0859 -0.5904 0.7225
C -5.069 -6.970 1.169 -0.5075 0.1216 -0.1239
C -5.384 -5.661 0.466 0.5616 -1.2110 -0.5561
C -6.649 -5.680 -0.433 0.1162 1.2597 0.6651
N -7.789 -6.292 0.304 0.7053 1.2771 -0.0219
O -8.934 -6.236 -0.511 -0.0823 -0.3186 0.4237
C -6.938 -4.129 -0.652 0.5392 -1.1140 -0.2265
C -6.337 -6.362 -1.789 -0.1845 0.2835 -0.0333
C -8.733 -7.618 2.168 0.2360 0.7923 -0.5580
H -7.203 -9.661 0.955 -0.3571 0.1402 0.5876
H -7.206 -9.122 -0.587 0.3794 1.0295 -0.3723
H -8.704 -9.282 0.140 -0.3243 0.2354 0.3660
H -6.428 -6.982 2.858 -0.2879 0.7954 -0.2091
H -5.969 -8.434 2.213 -0.8718 -0.5669 -0.0976
H -4.747 -7.809 0.553 0.0258 0.3102 -0.7919
H -4.229 -6.842 1.851 -0.1027 0.1541 0.2568
H -4.536 -5.500 -0.200 -0.0188 0.6985 -0.0387
H -5.420 -4.888 1.234 -0.2203 0.1529 -0.1703
H -7.406 -3.965 -1.623 -0.0755 0.2019 0.1449
H -7.477 -3.616 0.144 -0.3496 -0.5628 0.0361
H -5.950 -3.671 -0.615 0.0208 0.2238 -0.5367
H -5.438 -6.003 -2.290 0.4992 0.0294 0.6399
H -6.265 -7.440 -1.649 0.0172 0.0143 -0.2494
H -7.046 -6.100 -2.574 -0.6923 -0.3539 0.3103
H -9.672 -7.862 1.670 -0.2161 0.0392 0.5681
H -8.752 -6.655 2.678 -0.4446 0.0056 0.0239
H -8.405 -8.358 2.898 -0.3259 -0.2506 -0.1857
H -8.830 -6.992 -1.093 -0.2359 -0.3028 -0.5729
C 1.049 4.126 1.458 -0.7966 0.2922 1.4355
C -0.093 4.304 0.416 0.7480 -0.1094 -0.9145
C -0.476 2.864 -0.044 -0.8870 0.2777 -0.8237
C -1.815 2.727 -0.810 1.0045 0.7616 1.4847
C -2.942 3.366 0.033 1.4672 0.0916 -1.2747
C -2.604 4.866 0.506 -0.4654 -1.7668 -3.7232
N -1.276 4.952 1.063 0.1646 -2.7852 0.9303
O -1.041 6.205 1.581 0.6130 0.4863 -0.0547
C -2.754 5.743 -0.744 -0.0164 1.0743 -1.3445
C -3.723 5.094 1.437 1.0420 1.4748 1.7006
C 0.524 5.159 -0.760 0.5283 -0.2329 0.1965
H 1.961 3.560 1.266 -0.3092 -0.1349 -1.0779
H 0.590 3.600 2.295 -0.0817 -0.0641 0.1715
H 1.407 5.054 1.902 -0.2200 0.3505 -0.2748
H 0.262 2.456 -0.735 0.5731 0.1972 0.3512
H -0.581 2.178 0.797 0.3571 0.2317 0.3296
H -1.921 1.655 -0.980 -0.4916 0.0445 -0.1155
H -1.739 3.229 -1.774 -0.1042 -0.0344 -0.0965
H -3.225 2.780 0.907 0.1826 -0.1431 -0.0960
H -3.732 3.329 -0.717 -0.7978 0.6737 0.6581
H -2.304 6.735 -0.784 0.6679 0.1199 0.9179
H -2.339 5.310 -1.655 -0.0439 -0.4383 0.0630
H -3.756 6.077 -1.013 -0.5061 -0.7292 0.2874
H -3.568 6.073 1.890 -0.5056 0.2988 0.0075
H -4.666 5.053 0.892 0.0064 -0.3807 0.5582
H -3.481 4.399 2.241 -1.1305 -0.2567 0.2195
H 1.522 4.815 -1.032 0.0659 -0.6760 0.2315
H 0.807 6.151 -0.407 -0.5198 0.3729 0.0523
H 0.034 5.226 -1.731 -0.6428 0.0242 0.3466
H -0.705 6.668 0.810 0.0883 0.9788 -0.1184
C 8.086 -0.068 -7.833 -0.4615 0.4095 0.5644
C 7.639 1.266 -8.488 1.2123 -0.3361 1.1169
C 6.168 1.519 -8.327 -1.9120 0.4048 -0.4291
C 5.660 2.068 -6.980 0.8852 -0.8367 -0.9965
C 6.414 3.343 -6.684 1.1292 -1.3557 1.1832
C 8.002 3.150 -6.713 -1.4748 1.5027 -0.0164
N 8.354 2.483 -7.963 -3.3717 0.1840 0.3894
O 9.698 2.504 -8.109 1.9869 -0.5318 -0.8653
C 8.460 4.703 -6.812 0.2096 -0.9243 0.1879
C 8.524 2.443 -5.397 -0.1541 1.9855 -1.0703
C 8.006 1.073 -9.952 0.4220 0.7826 -0.4996
H 7.796 -0.160 -6.786 0.1026 0.2404 0.1566
H 9.170 -0.162 -7.911 -0.0699 -0.1522 0.0009
H 7.572 -0.897 -8.320 0.2449 -0.0624 -0.2967
H 5.847 2.210 -9.108 0.1684 0.3799 -0.1462
H 5.587 0.631 -8.574 0.2667 -0.4237 0.0252
H 5.833 1.249 -6.283 0.1998 0.2960 0.6244
H 4.581 2.224 -6.962 -0.0255 0.0537 -0.3331
H 6.188 3.568 -5.642 -0.0352 0.7198 -0.0050
H 6.105 4.149 -7.351 0.0788 -0.0691 0.0190
H 7.695 5.345 -6.375 -0.0001 -0.1576 0.2807
H 9.408 4.974 -6.346 0.1009 -0.4103 0.2120
H 8.552 5.056 -7.839 -0.1443 -0.4518 -0.2242
H 8.408 3.168 -4.592 -0.5658 -0.0885 0.2511
H 7.974 1.527 -5.181 0.5053 -0.0599 -0.0230
H 9.612 2.428 -5.458 0.0090 -0.9997 -0.2195
H 9.008 0.646 -10.003 -0.0987 -0.2226 -0.2047
H 8.065 2.018 -10.492 -0.1410 0.2896 0.0835
H 7.295 0.474 -10.520 0.0200 -0.2978 0.3376
H 9.740 2.955 -8.955 0.9125 0.1320 -0.1027
C 2.773 -6.639 5.318 0.3990 -0.0453 0.3659
C 4.235 -6.164 5.058 0.0325 0.1668 1.0073
C 5.136 -7.318 4.666 0.0907 -0.9276 -0.6129
C 4.991 -7.804 3.260 -0.6190 0.5477 -1.5035
C 5.059 -6.628 2.239 0.6004 -0.9017 1.3594
C 4.182 -5.395 2.617 0.3665 -0.3149 -0.5577
N 4.381 -5.086 4.040 1.2727 -1.2367 0.8317
O 3.955 -3.814 4.517 -1.2967 -0.4795 -0.7067
C 4.715 -4.165 1.831 -0.1198 -0.5328 0.1611
C 2.761 -5.798 2.149 -0.8869 1.1110 0.1850
C 4.854 -5.630 6.403 -0.8893 0.0874 -1.6335
H 2.325 -7.214 4.508 -0.0441 0.6394 -0.3103
H 2.189 -5.786 5.665 -0.3069 0.0456 -0.5500
H 2.679 -7.357 6.133 0.6237 0.0047 0.3754
H 6.199 -7.105 4.783 -0.0057 0.5223 0.3243
H 4.963 -8.256 5.194 -0.2352 0.4152 1.0410
H 4.084 -8.385 3.089 -0.2164 -0.0336 0.2415
H 5.826 -8.491 3.121 -0.0385 -0.0794 -0.5115
H 4.773 -7.000 1.255 0.1008 0.2509 -0.0968
H 6.133 -6.443 2.273 0.0343 0.8669 -0.4764
H 5.803 -4.142 1.890 0.0323 0.0461 0.3410
H 4.511 -4.238 0.763 -0.3903 0.0337 0.0492
H 4.315 -3.252 2.271 -0.0443 -0.0173 -0.3284
H 2.722 -5.835 1.061 0.1324 0.0045 -0.0383
H 2.284 -6.707 2.516 0.7791 -0.2907 0.1402
H 2.037 -5.045 2.458 -0.0050 0.3807 -0.0702
H 4.949 -6.483 7.076 -0.0707 0.3974 0.2621
H 4.206 -4.817 6.729 0.0624 -0.2845 0.7059
H 5.823 -5.203 6.146 0.1870 -0.1486 0.2229
H 4.655 -3.468 5.074 0.4428 -0.2085 -0.2160
O -2.493 4.327 6.799 -0.1153 -0.2451 0.0598
H -2.199 4.754 5.994 0.0400 0.0998 -0.2950
H -2.063 4.816 7.500 0.0592 0.1225 0.2199
O -6.593 9.764 6.603 -0.1221 0.1082 -0.1559
H -6.600 8.873 6.953 -0.0526 -0.2515 0.0628
H -5.823 10.172 6.998 0.1808 0.1422 0.0879
O 3.204 7.568 7.396 -0.1512 0.1715 0.0179
H 4.078 7.508 7.012 0.2258 0.0327 -0.1120
H 3.017 6.682 7.707 -0.0717 -0.2055 0.0954
O -6.101 2.005 7.687 -0.2125 0.0592 0.1412
H -5.945 1.115 7.371 0.0187 -0.2319 -0.0605
H -5.382 2.519 7.320 0.2378 0.2000 -0.0867
O -4.939 11.729 -4.338 -0.1078 -0.1949 -0.0794
H -4.008 11.901 -4.198 0.2802 0.0094 0.1035
H -5.344 12.596 -4.346 -0.1427 0.1918 0.0049
O -4.329 -1.930 -5.693 -0.1134 0.2211 0.0391
H -4.150 -2.415 -6.499 0.0090 -0.0849 -0.2420
H -3.906 -2.445 -5.005 0.0866 -0.1016 0.2151
O -1.011 -1.938 4.986 -0.2601 -0.0556 -0.0812
H -0.264 -2.155 4.428 0.1903 -0.0769 -0.1463
H -0.625 -1.492 5.740 0.1020 0.1509 0.2553
O 0.866 0.965 7.831 -0.0725 -0.2277 0.0025
H 1.740 1.297 8.037 0.2500 0.0160 0.0620
H 0.391 1.729 7.504 -0.2173 0.1825 -0.1048
O -6.433 11.152 1.132 -0.1756 -0.0506 -0.1107
H -5.998 10.731 1.873 0.0603 -0.1528 0.2111
H -5.905 11.931 0.955 0.1064 0.1971 -0.0929
O -0.881 12.490 -2.899 -0.2541 -0.0493 0.0178
H -0.468 12.368 -3.755 0.0927 -0.0510 -0.2366
H -0.183 12.837 -2.344 0.1382 0.0961 0.1877
O -10.823 2.334 0.948 0.0497 0.1252 -0.1799
H -10.629 2.517 1.867 0.0698 0.0926 0.2270
H -11.253 1.479 0.958 -0.1144 -0.2198 -0.0470
O 7.103 0.666 5.767 -0.2018 0.0069 0.1296
H 8.007 0.773 6.064 0.2216 0.0305 0.1223
H 7.177 0.509 4.826 -0.0275 -0.0427 -0.2533
O -7.071 1.577 -4.991 -0.1484 0.1209 -0.1398
H -7.000 1.714 -4.046 -0.0338 0.0589 0.2379
H -6.352 0.981 -5.202 0.1966 -0.2162 -0.1077
```
Positions in Å, forces in eV/Å.

Its HOMO energy is -8.126 eV.

***

# 4
A cluster of 2 separate species, C2H7N2OS in total, computed with the ωB97M-V functional and the def2-TZVPD basis.

XYZ file:
```
13
Properties=species:S:1:pos:R:3:forces:R:3
C 0.718 -0.085 -0.122 1.8052 0.3527 -0.9482
C 1.985 0.739 0.230 -0.1901 0.1061 -1.7635
N 0.929 -1.169 -0.905 0.2184 -0.1990 0.9617
N -0.495 0.167 0.198 -0.3478 -0.5236 0.2869
O -3.512 -0.002 0.754 3.4522 -0.8041 -1.1296
S -3.522 -0.471 -0.760 0.6242 0.1322 0.1781
H 2.872 0.071 0.111 -0.7332 0.4937 0.9268
H 1.899 1.345 1.129 0.1667 -0.4870 0.1989
H 2.159 1.474 -0.599 -0.5373 -0.4606 0.5091
H 1.907 -1.433 -1.157 -1.5905 0.0599 0.4981
H 0.206 -1.853 -0.648 0.7887 -0.2007 -1.1399
H -0.836 0.991 0.641 -0.1987 0.7014 0.1991
H -4.310 0.227 1.127 -3.4578 0.8290 1.2225
```
Positions in Å, forces in eV/Å.

Its HOMO energy (spin up / spin down) is -13.425 / -14.212 eV. As for the charge: +1. Its energy above the lowest of the compared OMol25 structures with the same formula, charge and spin is 3.807 eV.